Entry from OMol25: a structure of composition C22H32F5MnP4S (wB97M-V/def2-TZVPD).

Cartesian coordinates (Å):
Mn (0.059, -0.233, 0.415)
C (1.754, 3.050, 1.188)
P (1.470, 1.349, 1.767)
C (1.072, 1.641, 3.515)
C (3.091, 0.521, 1.678)
C (4.047, 0.618, 2.683)
C (5.273, -0.022, 2.551)
C (5.555, -0.758, 1.409)
C (4.613, -0.856, 0.393)
C (3.380, -0.224, 0.520)
P (2.106, -0.280, -0.771)
C (2.381, -1.695, -1.864)
C (2.392, 1.111, -1.897)
H (2.419, 3.551, 1.895)
H (0.809, 3.591, 1.143)
H (2.226, 3.067, 0.209)
H (1.875, 2.190, 4.010)
H (0.876, 0.727, 4.068)
H (0.177, 2.265, 3.547)
H (3.847, 1.187, 3.581)
H (6.008, 0.060, 3.339)
H (6.510, -1.253, 1.307)
H (4.852, -1.428, -0.494)
H (3.383, -1.648, -2.291)
H (1.662, -1.606, -2.680)
H (2.241, -2.650, -1.372)
H (3.439, 1.094, -2.204)
H (2.168, 2.071, -1.440)
H (1.749, 0.986, -2.768)
F (-2.126, 5.826, -2.387)
C (-1.876, 4.546, -2.189)
C (-1.639, 4.074, -0.907)
F (-1.663, 4.900, 0.134)
C (-1.371, 2.731, -0.718)
F (-1.153, 2.314, 0.560)
C (-1.312, 1.825, -1.761)
S (-0.938, 0.102, -1.602)
C (-1.555, 2.325, -3.038)
F (-1.507, 1.513, -4.089)
C (-1.840, 3.662, -3.259)
F (-2.064, 4.100, -4.483)
C (-2.147, -0.186, 3.310)
P (-2.060, -0.534, 1.529)
C (-3.542, 0.234, 0.845)
C (-2.294, -2.337, 1.372)
C (-1.137, -3.107, 2.016)
P (0.526, -2.408, 1.603)
C (1.359, -2.181, 3.202)
C (1.453, -3.809, 0.911)
H (-3.093, -0.553, 3.713)
H (-2.099, 0.891, 3.470)
H (-1.329, -0.653, 3.856)
H (-4.417, -0.222, 1.313)
H (-3.580, 0.080, -0.233)
H (-3.545, 1.302, 1.058)
H (-2.363, -2.555, 0.302)
H (-3.251, -2.619, 1.818)
H (-1.151, -4.152, 1.705)
H (-1.230, -3.105, 3.104)
H (1.231, -3.082, 3.803)
H (0.958, -1.334, 3.752)
H (2.424, -2.015, 3.036)
H (1.476, -4.600, 1.663)
H (2.479, -3.521, 0.684)
H (0.973, -4.196, 0.012)

Its expectation value of S² is 6.15. The calculation puts the total energy at -4270.97631 hartree. The spin multiplicity is 5. The charge is +2.

For each atom in turn, the Löwdin charge in e is: Mn 0.080; C -0.200; P 0.870; C -0.224; C -0.389; C -0.063; C -0.031; C -0.033; C -0.061; C -0.382; P 0.792; C -0.206; C -0.203; H 0.072; H 0.047; H 0.035; H 0.059; H 0.028; H 0.060; H 0.110; H 0.125; H 0.124; H 0.111; H 0.068; H 0.062; H 0.026; H 0.077; H 0.030; H 0.054; F 0.174; C -0.123; C -0.141; F 0.142; C -0.229; F -0.022; C -0.463; S 0.694; C -0.237; F 0.109; C -0.129; F 0.170; C -0.214; P 0.778; C -0.222; C -0.375; C -0.361; P 0.841; C -0.226; C -0.240; H 0.072; H 0.055; H 0.032; H 0.071; H 0.044; H 0.058; H 0.095; H 0.106; H 0.098; H 0.091; H 0.072; H 0.017; H 0.052; H 0.069; H 0.043; H 0.061